(1)
# C28H69N5O7S7

A cluster of 12 separate species, C28H69N5O7S7 in total at a distorted geometry (ωB97M-V/def2-TZVPD, OMol25).

Positions of all 116 atoms, in Å:
C: -13.57386 9.69213 -12.06534
C: -13.44979 9.16977 -10.66124
N: -12.74623 7.86242 -10.53818
C: -13.26502 6.75850 -11.32374
C: -14.74218 6.49431 -10.95990
C: -12.49517 7.58036 -9.14442
C: -11.43792 6.43450 -9.01506
H: -12.59896 9.94205 -12.49201
H: -14.24041 10.51781 -12.31162
H: -13.85394 8.96833 -12.83529
H: -12.95298 9.88434 -10.00625
H: -14.48516 9.02534 -10.33935
H: -13.35322 7.09633 -12.35377
H: -12.67141 5.85024 -11.23288
H: -15.26999 6.92593 -10.10637
H: -15.21817 7.11628 -11.72265
H: -15.21023 5.50896 -10.98703
H: -13.32141 7.34438 -8.46762
H: -11.98094 8.39165 -8.62557
H: -11.88102 5.46154 -9.22340
H: -11.10933 6.42660 -7.97315
H: -10.47791 6.61112 -9.50090
C: -14.84958 12.89843 -16.42707
C: -13.86324 12.14047 -15.63984
N: -13.15386 11.53708 -14.93964
H: -15.38196 12.16954 -17.03933
H: -14.36755 13.58803 -17.12093
H: -15.58706 13.53357 -15.93815
C: -17.94855 10.27063 -15.55540
C: -17.42773 10.06939 -14.24118
N: -17.00997 9.83807 -13.17830
H: -19.03498 10.22091 -15.48430
H: -17.63284 9.47513 -16.22996
H: -17.56858 11.22956 -15.90612
C: -7.29125 4.95389 -8.09107
C: -7.63583 6.37038 -8.15714
N: -7.95960 7.46512 -8.20252
H: -7.08970 4.79382 -7.02949
H: -6.39935 4.58571 -8.59374
H: -8.15808 4.33167 -8.31165
C: -9.63606 9.24647 -10.48555
C: -9.33010 10.29455 -11.49103
N: -9.10613 11.07415 -12.29216
H: -8.78055 9.22958 -9.81186
H: -9.79705 8.30037 -10.99830
H: -10.54604 9.46472 -9.92924
C: -10.51670 3.26271 -10.35525
S: -10.64011 1.95774 -9.07084
O: -9.22905 1.68884 -8.58749
C: -11.10369 0.49042 -10.04090
H: -10.07799 4.12204 -9.85346
H: -11.55641 3.38296 -10.66500
H: -9.99523 3.02341 -11.28222
H: -11.94537 0.66085 -10.71360
H: -11.37067 -0.31989 -9.36405
H: -10.28289 0.15780 -10.67671
C: -18.75356 8.16650 -10.40660
S: -19.23636 7.05078 -8.97785
O: -20.58502 6.46961 -9.28142
C: -18.03150 5.66196 -9.23500
H: -17.66328 8.14084 -10.42757
H: -19.21753 9.14339 -10.29826
H: -19.01102 7.63793 -11.32494
H: -17.91983 4.92615 -8.43891
H: -17.01272 5.99057 -9.44013
H: -18.42277 5.11202 -10.09212
C: -16.21450 5.33970 -5.36795
S: -14.48969 5.17616 -6.11119
O: -13.94963 6.59190 -5.96686
C: -13.68697 4.32118 -4.68514
H: -16.98635 5.60731 -6.08865
H: -16.05516 6.05069 -4.56028
H: -16.52756 4.33094 -5.09336
H: -14.00880 4.65438 -3.69761
H: -12.60233 4.34439 -4.77406
H: -13.97777 3.27084 -4.60715
C: -14.88059 13.01574 -8.82750
S: -16.44910 12.36438 -8.20683
O: -17.42085 13.22272 -8.96937
C: -16.27740 10.71949 -8.98809
H: -14.91377 13.06620 -9.91546
H: -14.04638 12.49266 -8.36063
H: -14.85123 14.06353 -8.52721
H: -15.91785 10.91419 -10.00031
H: -17.20716 10.19741 -9.21209
H: -15.59255 10.09194 -8.41928
C: -14.23974 3.97010 -15.66347
S: -13.44893 5.49756 -14.94042
O: -12.94103 6.29179 -16.12282
C: -14.97297 6.35925 -14.42875
H: -14.80926 4.15978 -16.57259
H: -14.81044 3.31784 -15.00380
H: -13.29962 3.49727 -15.95087
H: -15.38379 5.69392 -13.66637
H: -15.70882 6.47497 -15.22273
H: -14.74567 7.28982 -13.91141
C: -10.52060 6.86993 -13.29312
S: -9.53033 7.56661 -14.67387
O: -9.60036 6.50781 -15.76325
C: -10.84344 8.82894 -15.16556
H: -10.13546 6.58553 -12.31472
H: -11.14028 6.06957 -13.69801
H: -11.23753 7.66925 -13.09706
H: -10.45251 9.27273 -16.08100
H: -10.90212 9.64380 -14.44355
H: -11.80116 8.34416 -15.34834
C: -12.34012 8.80399 -3.60258
S: -11.79486 9.67976 -5.09255
O: -10.82105 10.77816 -4.67605
C: -10.60892 8.49153 -5.76963
H: -11.55910 8.23680 -3.09808
H: -13.14859 8.13475 -3.90717
H: -12.89399 9.40816 -2.88359
H: -11.12664 7.53274 -5.82960
H: -9.65927 8.38925 -5.24703
H: -10.40110 8.92269 -6.74864

Forces on atoms 1 to 2 (eV/Å):
C 1.33 -0.10 -1.92
C -1.03 -1.22 -0.49

Results
**Spin multiplicity**: 1
**HOMO energy**: -8.30 eV
**Frontier orbital gap**: 8.028 eV



(2)
# C24H17F3O6V

A structure of composition C24H17F3O6V at a distorted geometry (ωB97M-V/def2-TZVPD, OMol25).

Positions of all 51 atoms, in Å:
O: -1.13137 0.24165 0.28851
V: -1.21281 0.32242 -1.26856
O: -2.60916 -0.14345 -1.87060
C: 0.78941 3.95939 -2.19507
C: 0.23992 2.68885 -1.92435
C: 1.19251 1.47629 -2.26250
O: 0.67375 0.36809 -2.18662
C: 2.59246 1.67352 -2.44480
C: 3.06710 2.97391 -2.54786
C: 2.13433 4.12969 -2.49160
O: 2.54646 5.36791 -2.68349
O: 4.34522 3.00096 -2.80125
O: -0.91210 2.47362 -1.49432
H: 0.16868 4.84088 -2.13125
H: 3.25973 0.82836 -2.52757
F: -0.79880 -1.92289 -1.68548
C: -0.19810 -3.06120 -2.08201
C: 1.09043 -2.99648 -2.72310
C: 1.71884 -4.16761 -3.12172
C: 1.02040 -5.41470 -3.06760
C: -0.25387 -5.42385 -2.51751
C: -0.84697 -4.26424 -1.93585
H: 1.63612 -2.09348 -2.95375
H: 2.62115 -4.06520 -3.70630
H: 1.50101 -6.20697 -3.62233
H: -0.88818 -6.29790 -2.50788
H: -1.83730 -4.41580 -1.53252
F: 3.03029 5.48496 4.47235
C: 2.20551 4.80387 3.61762
C: 2.43933 4.74907 2.24492
C: 1.50865 4.13740 1.40290
C: 0.38357 3.53972 1.93170
C: 0.10561 3.65299 3.26209
C: 1.04684 4.20885 4.12225
H: 3.31753 5.29457 1.93251
H: 1.72562 4.20140 0.34685
H: -0.19339 2.89834 1.28197
H: -0.77564 3.09520 3.54259
H: 0.92109 4.31733 5.18940
F: -3.23528 -2.19862 -0.19084
C: -3.14831 -2.53003 1.08028
C: -3.30816 -1.56521 2.05424
C: -3.14656 -1.84567 3.41456
C: -2.76362 -3.17953 3.73500
C: -2.57746 -4.13866 2.73380
C: -2.76625 -3.80849 1.39762
H: -3.59412 -0.54579 1.84109
H: -3.38241 -1.19729 4.24545
H: -2.75095 -3.50675 4.76416
H: -2.34984 -5.17574 2.93142
H: -2.60092 -4.56368 0.64345

Forces on atoms 1 to 2 (eV/Å):
O -0.51 -0.45 0.76
V 1.47 1.88 -1.78

Results
**Spin multiplicity**: 1
**HOMO energy**: -4.77 eV
**Net charge**: -1
**Frontier orbital gap**: 6.674 eV